one) Density functional theory data (ωB97M-V/def2-TZVPD) for a cluster of 2 separate species, C2H6N2O3 in total.

As for the frontier orbital gap (spin up / spin down): 8.871 / 8.179 eV. Its net charge is 0.

The geometry in XYZ format:
```
13
Properties=species:S:1:pos:R:3:nbo_charge:R:1
C 1.59 0.92 0.30 -0.263
C -0.83 -1.29 0.29 -0.202
N 0.40 -0.20 -1.34 -0.220
N -1.74 -0.19 0.35 0.450
O -2.72 -0.08 -0.38 -0.426
O -1.33 0.66 1.11 -0.406
O 0.65 0.97 -0.81 -0.303
H 1.43 1.85 0.75 0.211
H 2.61 0.83 -0.22 0.188
H 1.62 0.10 0.98 0.202
H -0.18 -1.31 1.24 0.217
H -1.07 -2.18 -0.22 0.203
H -0.45 -0.08 -2.05 0.348
```

two) Density functional theory data (ωB97M-V/def2-TZVPD) for the molecule C2H6N2O3.

As for the frontier orbital gap: 8.591 eV. Its net charge is 0.

The geometry in XYZ format:
```
13
Properties=species:S:1:pos:R:3:nbo_charge:R:1
C 0.28 1.06 0.07 0.281
C -0.68 -0.12 0.03 0.567
N 1.42 0.96 0.66 -0.632
N -1.77 0.17 -0.86 -0.868
O 0.25 -1.13 -0.85 -0.373
O 1.16 -1.74 0.10 -0.505
O -0.93 -0.58 1.19 -0.786
H 0.53 -1.96 0.81 0.485
H 0.00 2.03 -0.35 0.207
H 1.70 0.01 0.94 0.454
H 2.08 1.72 0.72 0.411
H -1.51 0.06 -1.83 0.370
H -2.52 -0.48 -0.64 0.389
```

Relative to the most stable one, in eV, the structures come out at one) 4.009; two) 0.000.

one) Density functional theory data (ωB97M-V/def2-TZVPD) for a cluster of 2 separate species, C2H6N2O3 in total.

As for the structure (SMILES): O=[N+]([O-])O.C=NC. As for the frontier orbital gap: 10.014 eV. Its net charge is 0.

The geometry in XYZ format:
```
13
Properties=species:S:1:pos:R:3:nbo_charge:R:1
O -1.55 -0.91 -3.27 -0.387
N -0.98 -0.44 -2.34 0.732
O 0.09 0.10 -2.44 -0.479
O -1.62 -0.48 -1.20 -0.530
H -0.75 -0.12 -0.46 0.475
C 1.49 -0.08 0.32 0.026
N 0.22 -0.07 0.57 -0.450
C -0.18 0.47 1.86 -0.433
H 1.88 -0.18 -0.72 0.228
H 2.30 0.05 1.18 0.167
H 0.70 0.77 2.45 0.199
H -0.85 1.31 1.55 0.232
H -0.76 -0.42 2.50 0.221
```

two) Density functional theory data (ωB97M-V/def2-TZVPD) for a structure of composition C2H6N2O3.

As for the frontier orbital gap: 10.006 eV. Its net charge is 0.

The geometry in XYZ format:
```
13
Properties=species:S:1:pos:R:3:nbo_charge:R:1
C -0.19 0.13 -0.58 0.536
N 0.85 0.88 -1.10 -0.855
N -1.19 -0.27 -1.43 -0.852
O -0.69 0.62 0.65 -0.561
H 0.85 1.13 -2.07 0.397
H 1.54 1.15 -0.42 0.420
H -1.93 -0.80 -0.99 0.415
H -1.16 -0.03 -2.42 0.397
C -0.13 -0.38 1.52 0.908
O 1.17 0.00 1.85 -0.716
O -0.84 -0.98 2.29 -0.593
H 1.42 -0.51 2.63 0.499
H 0.29 -0.94 0.09 0.005
```

three) Density functional theory data (ωB97M-V/def2-TZVPD) for the molecule C2H6N2O3.

As for the structure (SMILES): CN(COO)N=O. As for the frontier orbital gap: 10.148 eV. Its net charge is 0.

The geometry in XYZ format:
```
13
Properties=species:S:1:pos:R:3:nbo_charge:R:1
C 1.10 0.78 0.87 -0.434
N -0.07 -0.05 0.55 -0.300
C 0.07 -1.07 -0.55 0.031
O 0.13 -0.43 -1.81 -0.277
O -0.97 0.57 -1.99 -0.433
N -1.22 0.09 1.30 0.251
O -2.19 -0.54 0.85 -0.382
H 1.47 1.20 -0.08 0.222
H 1.92 0.24 1.40 0.206
H 0.77 1.62 1.51 0.231
H -0.81 -1.78 -0.55 0.218
H 0.95 -1.69 -0.37 0.208
H -1.12 1.06 -1.13 0.459
```

Relative to the most stable one, in eV, the structures come out at one) 3.548; two) 0.000; three) 4.011.

one) Density functional theory data (ωB97M-V/def2-TZVPD) for a cluster of 2 separate species, C3H13N4 in total.

Its expectation value of S² is 0.758. As for the frontier orbital gap (spin up / spin down): 9.581 / 4.540 eV. Its net charge is +2. As for the multiplicity: 2.

The geometry in XYZ format:
```
20
Properties=species:S:1:pos:R:3:nbo_charge:R:1
N -1.36 -3.63 -1.60 -0.462
C -2.08 -2.62 -0.89 0.213
N -3.28 -2.33 -0.88 -0.300
H -0.90 -4.25 -0.91 0.427
H -0.55 -3.21 -2.08 0.421
H -1.36 -2.20 -0.16 0.284
H -3.50 -1.60 -0.20 0.414
N 0.84 3.18 -0.01 -0.667
C 0.78 2.01 0.94 -0.229
C 1.20 0.71 0.24 -0.242
N 1.35 -0.26 1.32 -0.805
H 1.81 3.32 -0.29 0.449
H 0.30 3.01 -0.87 0.442
H 0.52 4.06 0.39 0.460
H 1.51 2.22 1.72 0.256
H -0.22 1.93 1.35 0.227
H 0.51 0.43 -0.56 0.162
H 2.18 0.88 -0.21 0.217
H 0.46 -0.56 1.71 0.355
H 1.78 -1.11 0.97 0.378
```

two) Density functional theory data (ωB97M-V/def2-TZVPD) for a cluster of 2 separate species, C3H13N4 in total.

Its expectation value of S² is 0.758. As for the frontier orbital gap (spin up / spin down): 11.912 / 7.480 eV. Its net charge is +2. As for the multiplicity: 2.

The geometry in XYZ format:
```
20
Properties=species:S:1:pos:R:3:nbo_charge:R:1
C -2.80 0.05 -1.04 -0.641
C -2.39 1.43 -0.58 -0.209
N -0.87 1.45 -0.47 -0.699
H -3.87 -0.11 -1.00 0.282
H -2.45 -0.17 -2.05 0.229
H -2.36 -0.70 -0.37 0.203
H -2.67 2.25 -1.24 0.245
H -2.74 1.68 0.42 0.232
H -0.48 0.71 0.15 0.439
H -0.55 2.38 -0.18 0.447
H -0.47 1.30 -1.40 0.431
N 2.75 -1.11 1.28 -0.622
C 1.65 -0.84 0.61 0.591
N 1.66 -0.75 -0.75 -0.758
N 0.47 -0.48 1.22 -0.325
H 2.66 -1.38 2.25 0.453
H 3.47 -1.62 0.77 0.452
H 2.57 -0.97 -1.17 0.425
H 1.05 -1.43 -1.20 0.440
H 0.37 -0.87 2.16 0.387
```

Relative to the most stable one, in eV, the structures come out at one) 1.866; two) 0.000.

one) Density functional theory data (ωB97M-V/def2-TZVPD) for the ion C3H6OS with charge -2.

As for the structure (SMILES): [O-]CCC[S-]. As for the frontier orbital gap: 5.199 eV. Its net charge is -2.

The geometry in XYZ format:
```
11
Properties=species:S:1:pos:R:3:nbo_charge:R:1
O 2.21 -0.25 0.29 -0.967
C 1.03 -0.31 0.87 0.032
C -0.25 -0.55 -0.12 -0.443
C -0.66 0.69 -0.89 -0.527
S -2.38 0.94 -1.59 -0.824
H 0.85 -1.19 1.60 0.010
H 0.80 0.60 1.51 0.048
H -0.98 -0.82 0.68 0.150
H -0.09 -1.45 -0.72 0.162
H 0.23 0.87 -1.50 0.184
H -0.76 1.47 -0.14 0.176
```

two) Density functional theory data (ωB97M-V/def2-TZVPD) for a structure of composition C3H6OS.

As for the frontier orbital gap: 5.231 eV. Its net charge is -2.

The geometry in XYZ format:
```
11
Properties=species:S:1:pos:R:3:nbo_charge:R:1
C -0.70 0.98 1.86 -0.045
O -2.04 1.26 1.95 -0.935
C -0.28 0.71 0.35 -0.290
C -0.79 -0.56 -0.06 -0.353
S 1.81 -1.20 -1.93 -1.602
H -0.36 0.22 2.60 0.100
H -0.23 1.94 2.13 0.097
H -0.51 1.61 -0.20 0.210
H 0.42 -0.25 -0.40 0.392
H -0.80 -1.46 0.52 0.214
H -1.35 -0.67 -0.97 0.213
```

Relative to the most stable one, in eV, the structures come out at one) 0.000; two) 4.174.

one) Density functional theory data (ωB97M-V/def2-TZVPD) for a structure of composition C5H8ClNS.

As for the frontier orbital gap: 8.511 eV. Its net charge is 0.

The geometry in XYZ format:
```
16
Properties=species:S:1:pos:R:3:nbo_charge:R:1
C -1.84 -0.24 0.55 -0.190
C -1.00 0.90 -0.07 -0.227
C 1.31 0.68 -0.30 -0.300
C 2.14 -0.56 -0.67 -0.276
C -0.45 -0.92 0.41 -0.237
H -2.23 0.23 1.52 0.231
H -0.85 1.63 0.65 0.195
H -1.75 1.26 -0.93 0.203
H 1.64 0.99 0.78 0.182
H 1.55 1.50 -0.89 0.229
H 1.57 -1.09 -1.49 0.214
H -0.59 -1.82 -0.08 0.224
H 0.21 -0.76 1.41 0.205
N 0.03 0.08 -0.53 -0.452
S 3.55 -0.91 0.02 0.085
Cl -3.29 -0.96 -0.38 -0.087
```

two) Density functional theory data (ωB97M-V/def2-TZVPD) for the molecule C5H8ClNS.

As for the structure (SMILES): S[C@@H]1C[C@@H]2N[C@H]2[C@@H]1Cl. As for the frontier orbital gap: 9.827 eV. Its net charge is 0.

The geometry in XYZ format:
```
16
Properties=species:S:1:pos:R:3:nbo_charge:R:1
S 2.58 -0.85 -0.29 0.008
C 0.97 -0.46 0.46 -0.344
C -0.24 -1.34 -0.10 -0.412
C -1.31 -0.28 0.15 -0.068
N -2.15 0.64 -0.58 -0.519
C -0.71 0.91 -0.53 -0.140
C 0.45 1.10 0.43 -0.204
Cl 1.67 2.29 -0.12 -0.052
H 2.25 -0.45 -1.53 0.116
H 1.15 -0.71 1.49 0.223
H -0.34 -2.31 0.45 0.223
H -0.11 -1.60 -1.15 0.222
H -1.38 -0.15 1.25 0.167
H -2.73 1.16 0.12 0.368
H -0.31 0.67 -1.50 0.188
H 0.20 1.39 1.44 0.223
```

Relative to the most stable one, in eV, the structures come out at one) 0.366; two) 0.000.

one) Density functional theory data (ωB97M-V/def2-TZVPD) for a cluster of 2 separate species, CH3F2NO in total.

As for the frontier orbital gap (spin up / spin down): 9.884 / 8.425 eV. Its net charge is 0.

The geometry in XYZ format:
```
8
Properties=species:S:1:pos:R:3:nbo_charge:R:1
C 0.47 0.60 -0.36 1.073
N -0.67 -1.11 0.84 -0.952
O -0.28 1.36 -1.22 -0.703
F 0.83 1.21 0.68 -0.279
F 1.41 -0.09 -0.95 -0.307
H -0.46 -0.86 1.81 0.326
H -0.24 -2.00 0.64 0.327
H -1.06 0.89 -1.43 0.514
```

two) Density functional theory data (ωB97M-V/def2-TZVPD) for a cluster of 2 separate species, CH3F2NO in total.

As for the frontier orbital gap (spin up / spin down): 11.006 / 6.995 eV. Its net charge is 0.

The geometry in XYZ format:
```
8
Properties=species:S:1:pos:R:3:nbo_charge:R:1
C 0.72 0.23 0.73 0.021
N -0.14 -0.43 -1.72 0.338
O -0.49 0.42 1.30 -0.649
F -0.22 -1.76 -1.39 -0.243
F -1.26 0.07 -1.00 -0.298
H 1.11 1.09 0.31 0.149
H 1.29 -0.69 0.97 0.184
H -0.99 1.08 0.80 0.498
```

Relative to the most stable one, in eV, the structures come out at one) 0.000; two) 3.470.